Molecular formula: C18H14ClCuF6PSb
Method: DFT, ωB97M-V/def2-TZVPD

Atoms and positions in Å:
Cu (-0.21, -0.69, -2.34)
Cl (1.98, -0.49, -2.79)
C (2.74, -0.22, -1.25)
C (4.12, -0.14, -1.21)
C (4.76, 0.07, 0.00)
C (4.03, 0.21, 1.16)
C (2.65, 0.12, 1.13)
C (1.99, -0.09, -0.08)
P (0.17, -0.19, -0.11)
C (-0.30, -1.29, 1.24)
C (-0.04, -2.65, 1.02)
C (-0.39, -3.58, 1.98)
C (-1.00, -3.16, 3.15)
C (-1.24, -1.81, 3.37)
C (-0.90, -0.87, 2.42)
C (-0.47, 1.48, 0.06)
C (-1.84, 1.65, 0.27)
C (-2.37, 2.93, 0.30)
C (-1.55, 4.03, 0.10)
C (-0.19, 3.85, -0.15)
C (0.35, 2.58, -0.18)
H (4.69, -0.26, -2.12)
H (5.84, 0.13, 0.01)
H (4.54, 0.38, 2.10)
H (2.07, 0.20, 2.04)
H (0.42, -2.96, 0.09)
H (-0.20, -4.62, 1.81)
H (-1.31, -3.89, 3.89)
H (-1.70, -1.49, 4.29)
H (-1.10, 0.18, 2.59)
H (-2.48, 0.79, 0.37)
H (-3.43, 3.06, 0.45)
H (-1.97, 5.02, 0.11)
H (0.45, 4.71, -0.32)
H (1.40, 2.44, -0.39)
F (-1.06, -0.63, -4.10)
Sb (-2.97, -0.77, -3.36)
F (-2.09, -1.29, -1.61)
F (-2.78, -2.61, -3.70)
F (-4.59, -0.86, -2.44)
F (-3.51, -0.26, -5.07)
F (-2.56, 1.00, -2.72)

The gap between HOMO and LUMO (alpha / beta) is 8.872 / 6.704 eV. The value obtained for the HOMO energy (alpha / beta) is -12.41 / -12.95 eV. As for the spin multiplicity: 2. The charge is +1.

---

Molecular formula: C26H30BrIrN3O2
Method: DFT, ωB97M-V/def2-TZVPD

Atoms and positions in Å:
Ir (-0.03, 0.14, 0.02)
O (-3.74, 1.62, 0.03)
C (-2.80, 0.87, 0.04)
N (-1.48, 1.32, 0.01)
C (-1.35, 2.76, -0.03)
C (0.09, 3.12, -0.06)
C (0.42, 4.47, -0.10)
C (1.74, 4.86, -0.13)
C (2.69, 3.85, -0.11)
C (2.29, 2.54, -0.07)
N (1.00, 2.13, -0.04)
C (-2.87, -0.60, 0.08)
C (-4.10, -1.23, 0.12)
C (-4.14, -2.61, 0.16)
C (-2.93, -3.28, 0.16)
C (-1.74, -2.58, 0.12)
N (-1.68, -1.25, 0.08)
H (-1.84, 3.20, 0.84)
H (-1.87, 3.15, -0.91)
H (-0.38, 5.20, -0.12)
H (2.02, 5.90, -0.16)
H (3.75, 4.07, -0.13)
H (3.07, 1.80, -0.06)
H (-4.98, -0.60, 0.12)
H (-5.08, -3.14, 0.19)
H (-2.89, -4.36, 0.18)
H (-0.79, -3.08, 0.11)
C (6.11, -6.20, -0.01)
C (6.09, -4.67, 0.05)
C (6.86, -4.13, -1.16)
C (6.79, -4.22, 1.34)
C (4.67, -4.11, 0.04)
C (4.48, -2.73, 0.09)
C (3.19, -2.26, 0.07)
Br (2.79, -0.46, 0.11)
C (2.02, -3.05, 0.00)
O (0.90, -2.44, -0.01)
C (2.23, -4.48, -0.04)
C (3.53, -4.93, -0.02)
C (1.05, -5.44, -0.09)
C (0.23, -5.30, 1.20)
C (1.50, -6.91, -0.17)
C (0.22, -5.17, -1.35)
H (7.14, -6.54, 0.01)
H (5.65, -6.58, -0.92)
H (5.60, -6.65, 0.85)
H (7.87, -4.54, -1.17)
H (6.94, -3.04, -1.13)
H (6.37, -4.40, -2.09)
H (7.80, -4.64, 1.38)
H (6.25, -4.57, 2.23)
H (6.87, -3.14, 1.41)
H (5.32, -2.05, 0.13)
H (3.69, -5.99, -0.06)
H (0.79, -5.71, 2.04)
H (-0.70, -5.88, 1.12)
H (-0.02, -4.27, 1.44)
H (2.08, -7.20, 0.70)
H (2.08, -7.11, -1.07)
H (0.62, -7.54, -0.20)
H (-0.04, -4.12, -1.48)
H (-0.70, -5.76, -1.33)
H (0.78, -5.47, -2.24)

The gap between HOMO and LUMO (alpha / beta) is 3.923 / 3.921 eV. The value obtained for the HOMO energy (alpha / beta) is -9.90 / -9.90 eV. The charge is +1. For the energy above the lowest of the compared OMol25 structures with the same formula, charge and spin, the calculation gives 3.4183 eV.

---

Molecular formula: C10H20N6O4
Method: DFT, ωB97M-V/def2-TZVPD

Atoms and positions in Å:
C (-3.88, -0.49, -0.53)
C (-2.46, -1.03, -0.41)
C (-3.99, 0.58, 0.64)
C (-3.37, 1.97, 0.24)
C (-0.13, -0.91, 0.04)
C (0.12, -1.32, 1.47)
C (1.07, -0.26, -0.58)
C (2.35, -1.13, -0.58)
C (3.56, -0.70, -1.38)
C (5.04, 0.67, 0.14)
H (-4.54, -1.95, -1.74)
H (-4.87, -1.99, -0.13)
H (-3.88, 0.30, -1.30)
H (-3.52, 0.27, 1.57)
H (-5.24, 0.57, 1.00)
H (-3.52, 4.26, 0.34)
H (-4.27, 2.81, 1.98)
H (-1.34, 0.94, -0.42)
H (-0.51, -1.71, -0.63)
H (1.48, 0.61, 0.08)
H (0.71, 0.23, -1.66)
H (2.35, -2.26, -0.95)
H (2.66, -0.89, 0.54)
H (4.32, -1.45, -1.17)
H (3.37, -0.74, -2.56)
H (3.92, 1.47, -1.04)
H (5.51, -1.21, -0.04)
H (4.95, 2.31, 2.08)
H (5.26, 2.80, 0.07)
H (-1.28, -2.39, 1.33)
N (-4.87, -1.41, -0.98)
N (-3.82, 3.19, 0.82)
N (-1.41, -0.13, -0.27)
N (4.36, 0.58, -1.09)
N (5.44, -0.38, 0.73)
N (4.84, 2.05, 0.74)
O (-2.39, -2.21, -0.12)
O (-2.40, 2.12, -0.49)
O (1.03, -0.97, 2.24)
O (-0.63, -2.22, 2.03)

The gap between HOMO and LUMO is 8.638 eV. The value obtained for the HOMO energy is -8.76 eV. For the energy above the lowest of the compared OMol25 structures with the same formula, charge and spin, the calculation gives 10.3246 eV.

---

Molecular formula: C4H6IN
Method: DFT, ωB97M-V/def2-TZVPD

Atoms and positions in Å:
C (0.71, 0.92, -0.73)
N (-0.32, 1.42, -0.25)
C (0.91, 1.38, 0.62)
H (1.06, 0.40, -1.59)
H (0.82, 0.71, 1.49)
H (1.22, 2.40, 0.77)
C (-0.16, -2.28, -0.06)
C (0.99, -2.14, 0.24)
H (-1.16, -2.38, -0.37)
H (1.99, -2.08, 0.56)
I (-3.42, 0.23, -0.04)
H (-2.64, 1.44, -0.64)

The gap between HOMO and LUMO is 10.397 eV. The value obtained for the HOMO energy is -9.52 eV. The SMILES is C1=NC1.C#C.I. For the energy above the lowest of the compared OMol25 structures with the same formula, charge and spin, the calculation gives 4.0193 eV.